P | Below is a molecular structure, H2N2O3S, with properties calculated with ωB97M-V with the def2-TZVPD basis set.

The value obtained for the gap between HOMO and LUMO (spin up / spin down) is 0.288 / 0.288 hartree.

Each line ends with the Löwdin charge.
Geometry (Å):
N -0.030 1.554 -0.935  0.027
N -0.370 -0.284 1.210  -0.064
O 1.115 1.780 -1.189  0.001
O -0.929 -1.684 -0.883  -0.335
O 1.370 -0.778 -0.746  -0.370
S -0.065 -0.630 -0.421  0.679
H 0.202 0.442 1.416  -0.001
H -1.293 -0.400 1.549  0.063



Q | Below is 2 unconnected molecules or ions with the total composition H2N2O3S, with properties calculated with ωB97M-V with the def2-TZVPD basis set.

The value obtained for the gap between HOMO and LUMO (spin up / spin down) is 0.302 / 0.315 hartree.

Each line ends with the Löwdin charge.
Geometry (Å):
N -0.116 -0.903 -1.408  0.072
N -1.118 1.098 -1.204  0.101
O 0.817 -0.565 3.309  -0.432
O 0.667 0.843 1.399  -0.454
O -0.877 0.078 -1.847  -0.229
S 1.529 0.063 2.208  0.896
H -0.304 -1.619 -2.098  0.042
H -0.598 1.006 -0.357  0.004



Which of them is most stable, and which least? Most stable: P; least stable: Q.



P | Below is a single H2N2O3S molecule, with properties calculated with ωB97M-V with the def2-TZVPD basis set.

The value obtained for the gap between HOMO and LUMO is 0.380 hartree.

Each line ends with the Löwdin charge.
Geometry (Å):
N 0.309 0.488 0.141  -0.211
N 0.971 -3.023 1.173  -0.103
O 0.929 -0.170 2.464  -0.446
O 1.129 -4.037 0.565  0.031
O 1.339 -1.874 0.486  -0.375
S 1.481 -0.208 1.131  0.912
H -0.681 0.461 0.585  0.114
H 0.488 0.434 -0.891  0.078



Q | Below is a single H2N2O3S molecule, with properties calculated with ωB97M-V with the def2-TZVPD basis set.

The value obtained for the gap between HOMO and LUMO is 0.359 hartree. The SMILES is [H]/N=N/S(=O)(=O)O.

Each line ends with the Löwdin charge.
Geometry (Å):
H 1.701 -1.827 1.426  0.095
N 1.438 -0.873 1.084  0.046
N 0.490 -0.936 0.323  -0.097
S -0.531 0.578 -0.007  0.584
O -0.107 1.954 -0.152  -0.282
O -1.709 0.207 0.698  -0.267
O -0.794 0.064 -1.446  -0.157
H -0.487 0.832 -1.926  0.078



Which of them is most stable, and which least? Most stable: Q; least stable: P.